No. 1
Computed, not measured: one molecule with the formula C5H8F3NS, with the ωB97M-V functional and the def2-TZVPD basis.

The geometry in XYZ format:
```
18
Properties=species:S:1:pos:R:3:mulliken_charge:R:1
S 2.5322 -0.3956 0.4991 -0.36
F -1.5490 -1.1316 1.1768 -0.29
F -2.1699 -0.9053 -0.8773 -0.28
F -2.3333 0.7503 0.4577 -0.26
N 0.7407 -2.1533 0.0170 -0.35
C -1.5455 -0.2300 0.1197 0.65
C 0.1970 0.9118 -1.3136 -1.38
C 0.9664 -0.8730 0.1302 -0.07
C -0.1050 0.2910 0.0062 1.57
C 0.1707 1.3051 1.0347 -2.09
H -0.7632 1.3502 -1.6510 0.37
H 0.4711 0.0973 -2.1053 0.30
H -0.4919 2.1635 0.8412 0.44
H 0.9845 1.7065 -1.0531 0.34
H 1.5814 -2.7783 -0.0214 0.26
H -0.1376 -2.6357 -0.3054 0.24
H 0.2367 0.8123 2.0276 0.42
H 1.2148 1.7147 1.0170 0.48
```

**Highest occupied orbital energy**: -8.3986 eV
**DFT total energy**: -947.84669 Ha
**Orbital gap**: 9.1 eV
**Charge**: 0
**SMILES string**: CC(C)(C(N)=S)C(F)(F)F
**E_LUMO**: 0.02406 Ha

No. 2
Computed, not measured: a 2-piece molecular cluster, C5H8F3P overall, with the ωB97M-V functional and the def2-TZVPD basis.

The geometry in XYZ format:
```
17
Properties=species:S:1:pos:R:3:mulliken_charge:R:1
P -2.6548 0.8563 1.4400 -0.14
F -2.3121 -0.9180 -0.4821 -0.22
F -1.9830 1.1638 -1.2110 -0.22
F 2.5483 2.0269 0.3007 -0.29
C 1.4210 1.6732 -0.3748 0.19
C 0.4669 -2.1706 -0.2263 -1.16
C 0.7902 -0.8060 -0.3290 0.51
C -1.8761 0.3645 -0.1206 0.37
C 1.5522 0.1419 -0.7383 -0.62
H -0.4009 -2.5535 -0.6684 0.30
H -1.7153 1.8517 1.9051 0.05
H 0.4951 1.7367 0.3010 -0.09
H 0.3677 -2.6380 0.7735 0.31
H 1.3366 -2.8109 -0.5781 0.32
H -1.8454 -0.2601 2.1553 0.07
H 1.2302 2.2202 -1.3150 0.26
H 2.5795 0.1218 -0.8321 0.37
```

**Highest occupied orbital energy (spin up / spin down)**: -7.8223 / -8.4264 eV
**DFT total energy**: -836.03100 Ha
**Orbital gap (spin up / spin down)**: 7.7 / 8.6 eV
**Charge**: 0
**E_LUMO (spin up / spin down)**: -0.00623 / 0.00592 Ha

No. 3
Computed, not measured: C5H8FN as an isolated structure, with the ωB97M-V functional and the def2-TZVPD basis.

The geometry in XYZ format:
```
15
Properties=species:S:1:pos:R:3:mulliken_charge:R:1
F 1.5477 -1.2499 -1.4869 -0.33
N 1.3249 0.9509 -0.3546 -0.59
C 0.1490 0.7545 -1.1416 -0.49
C 0.8802 -0.4436 -0.6068 0.73
C -1.3766 0.5511 -0.0019 -0.66
C 0.3020 -1.1036 0.6166 -0.56
C -0.6318 0.0074 1.2422 -0.60
H -1.8794 -0.2393 -0.4932 0.38
H -0.3542 -2.0169 0.4067 0.26
H 0.0176 0.7980 1.7447 0.32
H 2.0631 1.0518 -1.0292 0.28
H -1.6409 1.6891 0.0764 0.31
H -1.4471 -0.4434 1.8272 0.36
H 1.1644 -1.3777 1.3799 0.26
H -0.1190 1.0716 -2.1796 0.33
```

**Highest occupied orbital energy**: -8.6773 eV
**DFT total energy**: -349.82349 Ha
**Orbital gap**: 9.8 eV
**Charge**: 0
**E_LUMO**: 0.04162 Ha